# 1
{"formula": "C5H7NO", "method": "the ωB97M-V functional and the def2-TZVPD basis", "lumo_energy_ev": 0.579, "energy_ev": -8832.6907, "homo_ev": -7.83, "relative_energy_kcal_mol": 81.0, "gap_ev": 8.41, "smiles": "Cn1cccc1O", "species": ["C", "N", "C", "C", "C", "C", "O", "H", "H", "H", "H", "H", "H", "H"], "positions_angstrom": [[1.69815, 0.87437, 0.11109], [0.36064, 0.32993, 0.18873], [-0.76884, 1.24371, 0.36328], [-1.86102, 0.43053, -0.03969], [-1.41711, -0.85328, -0.38873], [-0.04346, -0.88065, -0.16605], [0.88206, -1.85962, -0.24454], [1.93359, 0.94909, -0.95198], [2.43566, 0.25044, 0.61528], [1.69699, 1.88547, 0.53397], [-0.29296, 0.99526, 1.38082], [-2.90596, 0.73832, -0.08988], [-2.00499, -1.69541, -0.72683], [0.45642, -2.67562, -0.52470]], "nbo_charge": [-0.407, -0.350, -0.322, -0.209, -0.384, 0.467, -0.662, 0.211, 0.209, 0.232, 0.282, 0.221, 0.219, 0.492]}



# 2
{"formula": "C4H18N2O5", "method": "the ωB97M-V functional and the def2-TZVPD basis", "lumo_energy_ev": 0.499, "energy_ev": -17658.1800, "homo_ev": -8.99, "relative_energy_kcal_mol": 27.4, "gap_ev": 9.49, "smiles": "CC(=O)NCCN.O.O.O.O", "species": ["C", "C", "O", "N", "C", "C", "N", "H", "H", "H", "H", "H", "H", "H", "H", "H", "H", "O", "H", "H", "O", "H", "H", "O", "H", "H", "O", "H", "H"], "positions_angstrom": [[-2.96588, -1.57196, -0.54464], [-1.80143, -0.57169, -0.72169], [-1.94770, 0.31777, -1.55961], [-0.62262, -0.85575, -0.11475], [-0.55536, -1.46452, 1.22482], [-0.04177, -0.61003, 2.40337], [1.19012, 0.16025, 2.15375], [-3.74943, -1.22609, -1.20550], [-2.60540, -2.50594, -0.97530], [-3.25998, -1.58009, 0.49881], [0.10203, -0.15401, -0.14526], [-1.52705, -1.87900, 1.43568], [0.03008, -2.38993, 1.20268], [-0.80077, 0.06638, 2.78763], [0.31870, -1.38269, 3.07985], [1.17314, 0.71586, 1.30546], [1.95877, -0.48986, 2.03133], [0.30388, 1.32171, -2.53774], [0.75526, 0.91535, -3.28169], [-0.58307, 0.92205, -2.46457], [0.27821, 2.60039, 0.41510], [-0.15693, 3.17660, 1.05034], [-0.20400, 2.71020, -0.41529], [2.81130, 1.76823, -1.17465], [2.50679, 1.86969, -2.08518], [2.16245, 2.35467, -0.75786], [2.19540, -0.93328, -0.24245], [2.70913, -1.30637, -0.96806], [2.32613, 0.02205, -0.39457]], "nbo_charge": [-0.715, 0.707, -0.682, -0.604, -0.234, -0.230, -0.831, 0.240, 0.235, 0.222, 0.414, 0.195, 0.191, 0.187, 0.201, 0.356, 0.366, -1.006, 0.465, 0.510, -0.969, 0.483, 0.494, -0.956, 0.477, 0.493, -0.979, 0.471, 0.498]}



# 3
{"formula": "C23H35N2OV", "method": "the ωB97M-V functional and the def2-TZVPD basis", "lumo_energy_ev": [-3.364, -3.103], "energy_ev": -55126.4701, "homo_ev": [-11.01, -10.16], "gap_ev": [7.65, 7.05], "total_charge": 1, "multiplicity": 2, "s_squared": 0.799, "species": ["C", "C", "C", "C", "C", "V", "C", "C", "H", "C", "H", "H", "C", "H", "H", "H", "C", "H", "H", "H", "C", "H", "H", "H", "C", "H", "H", "H", "C", "H", "H", "H", "C", "H", "H", "H", "C", "H", "H", "H", "C", "C", "C", "C", "H", "C", "H", "C", "H", "H", "H", "C", "N", "C", "N", "O", "H", "H", "H", "H", "H", "H"], "positions_angstrom": [[-0.33457, -0.99032, 2.28317], [-1.45088, -1.01309, 1.38447], [-1.90509, 0.34229, 1.19011], [-1.07877, 1.19931, 1.99853], [-0.09563, 0.37644, 2.66169], [0.07887, 0.18336, 0.59897], [0.37352, 2.08401, -1.92122], [1.35269, 1.46293, -0.98811], [2.11053, 0.83419, -1.48493], [1.61455, 1.93890, 0.31571], [1.21946, 2.90924, 0.64143], [2.54383, 1.64105, 0.81589], [0.97398, 2.49350, -3.25807], [1.45858, 1.64315, -3.75133], [0.20892, 2.88630, -3.93699], [1.72610, 3.27350, -3.09894], [-0.48499, 3.18329, -1.33504], [-1.09174, 2.83826, -0.48507], [0.15186, 4.00743, -0.99024], [-1.17832, 3.58802, -2.08515], [-2.07465, -2.24421, 0.83934], [-1.30805, -2.93576, 0.46512], [-2.64918, -2.77601, 1.61235], [-2.75239, -2.01030, 0.01431], [-3.09011, 0.74931, 0.39273], [-3.20690, 0.09872, -0.48048], [-4.01349, 0.68338, 0.98797], [-2.99438, 1.78006, 0.03414], [-1.26159, 2.65586, 2.21763], [-1.96362, 3.08208, 1.49394], [-1.66135, 2.85447, 3.22344], [-0.30755, 3.19109, 2.13634], [0.97600, 0.84272, 3.57709], [1.26151, 1.87762, 3.35654], [0.64878, 0.79812, 4.62550], [1.87231, 0.21433, 3.48684], [0.36888, -2.18369, 2.81936], [1.38565, -1.93523, 3.14538], [-0.16490, -2.60056, 3.68752], [0.42879, -2.97551, 2.06154], [-0.75752, -0.57751, -2.04851], [-0.83036, 0.71331, -2.41229], [-1.64583, -1.58207, -2.41904], [-1.94628, 1.14055, -3.13539], [0.36739, -0.34956, -1.74280], [-2.78856, -1.15354, -3.11235], [-1.42653, -2.60714, -2.14241], [-2.93475, 0.19077, -3.45758], [-2.06727, 2.17912, -3.44000], [-3.54185, -1.88896, -3.37777], [-3.82258, 0.51299, -4.00369], [2.95719, -4.21079, -0.57117], [3.51389, -3.19961, 0.30440], [3.00032, -1.96318, 0.44377], [3.62461, -1.17107, 1.36469], [1.99549, -1.56182, -0.20953], [1.98921, -3.87683, -0.95751], [2.82272, -5.14311, -0.01299], [3.63305, -4.40476, -1.41159], [4.33923, -3.41603, 0.85298], [3.33210, -0.20725, 1.46140], [4.49967, -1.47174, 1.77594]], "nbo_charge": [-0.185, -0.076, -0.219, -0.170, -0.159, 1.436, 0.011, -0.389, 0.243, -0.595, 0.226, 0.210, -0.621, 0.223, 0.224, 0.221, -0.624, 0.212, 0.227, 0.230, -0.638, 0.224, 0.243, 0.236, -0.614, 0.238, 0.247, 0.227, -0.622, 0.230, 0.245, 0.226, -0.619, 0.229, 0.241, 0.217, -0.624, 0.230, 0.248, 0.231, -0.355, 0.006, -0.183, -0.172, 0.267, -0.209, 0.231, -0.208, 0.209, 0.232, 0.230, -0.417, -0.595, 0.801, -0.821, -0.700, 0.236, 0.210, 0.210, 0.398, 0.408, 0.404]}



# 4
{"formula": "C4H9F2N", "method": "the ωB97M-V functional and the def2-TZVPD basis", "lumo_energy_ev": 0.962, "energy_ev": -11217.8333, "homo_ev": -9.32, "relative_energy_kcal_mol": 23.7, "gap_ev": 10.28, "species": ["C", "C", "C", "C", "N", "F", "F", "H", "H", "H", "H", "H", "H", "H", "H", "H"], "positions_angstrom": [[-0.53021, -0.06305, -2.01449], [-0.11994, -0.17772, 2.14395], [0.31037, -0.24848, -0.30548], [-0.64674, 0.17081, 0.76247], [1.64279, 0.36589, -0.33366], [-0.90950, 1.49007, 0.65436], [-1.83343, -0.38076, 0.55561], [0.22731, -0.43014, -2.72884], [-0.92340, 0.95420, -2.38776], [-1.50266, -0.59608, -2.03780], [0.51291, 0.59753, 2.43296], [-0.88321, -0.16601, 2.95356], [0.33931, -1.11796, 2.12601], [0.26165, -1.35350, -0.34946], [1.67989, 1.18449, -0.91170], [2.37487, -0.22928, -0.55973]], "nbo_charge": [-0.662, -0.664, -0.049, 0.648, -0.845, -0.351, -0.336, 0.199, 0.212, 0.214, 0.235, 0.227, 0.216, 0.212, 0.376, 0.369]}